Entry 1:
Computed, not measured: a 8-piece molecular cluster, C33H87N5O10 overall at a distorted geometry, with ωB97M-V/def2-TZVPD.

Positions of all 135 atoms, in Å:
C (-3.79, -2.20, 3.48)
C (-5.24, -2.36, 4.03)
C (-5.51, -3.18, 5.37)
O (-5.76, -1.01, 4.10)
H (-3.56, -3.22, 3.18)
H (-3.03, -1.77, 4.13)
H (-3.87, -1.60, 2.57)
H (-5.75, -2.95, 3.28)
H (-4.95, -2.75, 6.20)
H (-5.18, -4.22, 5.23)
H (-6.60, -3.17, 5.39)
H (-6.58, -1.10, 3.62)
C (1.54, -4.14, -6.49)
C (0.08, -3.80, -6.04)
C (-0.75, -4.97, -5.63)
O (0.21, -2.85, -5.01)
H (2.04, -3.22, -6.80)
H (1.48, -4.68, -7.43)
H (2.14, -4.64, -5.72)
H (-0.43, -3.33, -6.88)
H (-0.81, -4.91, -4.54)
H (-0.47, -5.98, -5.92)
H (-1.75, -4.76, -6.01)
H (1.08, -3.00, -4.64)
C (0.36, 2.95, 4.14)
C (-0.03, 2.03, 2.91)
C (-0.01, 2.92, 1.63)
O (0.96, 1.03, 2.78)
H (-0.33, 3.80, 4.16)
H (1.34, 3.38, 3.97)
H (0.51, 2.49, 5.12)
H (-0.98, 1.51, 2.98)
H (-0.67, 3.79, 1.73)
H (-0.33, 2.32, 0.78)
H (0.99, 3.26, 1.38)
H (1.82, 1.29, 2.45)
C (2.09, 0.26, -1.53)
C (1.11, -0.50, -0.59)
C (-0.10, -1.00, -1.38)
O (-0.93, -1.74, -0.53)
C (-1.59, -0.81, 0.34)
N (1.78, -1.65, -0.01)
H (2.80, -0.39, -2.03)
H (2.74, 0.84, -0.88)
H (1.48, 0.95, -2.12)
H (0.76, 0.06, 0.27)
H (0.21, -1.66, -2.19)
H (-0.51, -0.13, -1.89)
H (-2.38, -0.27, -0.18)
H (-1.03, -0.29, 1.11)
H (-2.16, -1.53, 0.94)
H (2.06, -2.27, -0.75)
H (1.03, -2.17, 0.41)
C (5.01, 0.39, 2.01)
C (4.90, 1.85, 2.20)
C (5.05, 2.64, 0.90)
O (6.43, 2.50, 0.60)
C (6.85, 2.88, -0.65)
N (3.53, 2.07, 2.73)
H (4.87, -0.13, 2.96)
H (6.07, 0.44, 1.79)
H (4.37, -0.20, 1.35)
H (5.64, 2.15, 2.94)
H (4.80, 3.68, 1.12)
H (4.42, 2.22, 0.12)
H (5.97, 3.05, -1.27)
H (7.49, 2.15, -1.14)
H (7.35, 3.85, -0.64)
H (3.42, 3.05, 2.97)
H (3.54, 1.58, 3.62)
C (0.40, 3.65, -3.26)
C (0.11, 2.92, -4.59)
C (1.19, 2.97, -5.65)
O (2.39, 2.42, -5.05)
C (2.72, 1.11, -5.50)
N (-0.39, 1.57, -4.19)
H (-0.28, 3.50, -2.42)
H (0.48, 4.73, -3.40)
H (1.39, 3.28, -2.98)
H (-0.79, 3.32, -5.06)
H (1.39, 3.95, -6.08)
H (0.86, 2.33, -6.48)
H (3.37, 0.76, -4.70)
H (3.18, 1.14, -6.49)
H (1.89, 0.40, -5.50)
H (-1.11, 1.08, -4.70)
H (0.40, 1.01, -3.93)
C (-1.82, -0.18, -6.91)
O (-2.28, 0.61, -5.81)
C (-3.44, 1.49, -5.93)
C (-4.14, 1.73, -4.56)
N (-3.32, 2.50, -3.65)
C (-3.61, 2.07, -2.26)
C (-2.98, 2.80, -1.02)
O (-3.32, 4.20, -0.98)
C (-2.60, 5.27, -0.37)
H (-2.70, -0.56, -7.44)
H (-1.16, -1.00, -6.62)
H (-1.36, 0.44, -7.68)
H (-4.16, 1.20, -6.70)
H (-3.05, 2.45, -6.28)
H (-4.41, 0.76, -4.13)
H (-5.09, 2.26, -4.57)
H (-2.36, 2.28, -3.89)
H (-3.24, 1.05, -2.14)
H (-4.70, 2.02, -2.22)
H (-1.90, 2.78, -1.13)
H (-3.43, 2.36, -0.13)
H (-3.11, 6.12, -0.83)
H (-1.55, 5.33, -0.65)
H (-2.56, 5.29, 0.72)
C (1.54, -2.08, 3.52)
O (1.80, -3.43, 3.81)
C (0.66, -4.33, 3.82)
C (-0.40, -4.22, 4.90)
N (0.41, -4.26, 6.17)
C (-0.31, -3.90, 7.41)
C (0.09, -2.56, 7.98)
O (0.20, -1.50, 6.98)
C (0.53, -0.18, 7.52)
H (2.50, -1.56, 3.58)
H (0.91, -1.66, 4.30)
H (0.91, -1.85, 2.66)
H (1.05, -5.33, 3.98)
H (0.15, -4.29, 2.86)
H (-1.18, -4.98, 4.84)
H (-0.85, -3.23, 4.82)
H (1.27, -3.73, 6.07)
H (-0.23, -4.64, 8.21)
H (-1.39, -3.83, 7.28)
H (0.98, -2.81, 8.56)
H (-0.62, -2.33, 8.77)
H (-0.08, 0.10, 8.38)
H (0.31, 0.57, 6.76)
H (1.58, -0.19, 7.81)

Its expectation value of S² is 0.754. The calculation puts the HOMO energy (spin up / spin down) at -0.35418 / -0.35418 Ha. The charge is +1. Its spin multiplicity is 2. The calculation puts the total energy at -63540.6284 eV. Its energy relative to the best compared isomer or geometry (same formula, charge and spin) is 0.0 kcal per mole. As for the max |F|: 0.0834 Eh/bohr.

Mulliken population analysis, charges in e, atoms 1 to 2: -0.891, 0.016

Entry 2:
Computed, not measured: a 11-piece molecular cluster, C33H88O33S11 overall at a distorted geometry, with ωB97M-V/def2-TZVPD.

Positions of all 165 atoms, in Å:
C (5.03, 5.93, 0.55)
C (5.44, 4.55, 1.05)
O (4.55, 3.56, 0.50)
S (5.03, 2.00, 0.57)
C (4.74, 1.66, 2.33)
O (4.10, 1.23, -0.22)
O (6.42, 1.93, 0.24)
H (5.69, 6.67, 1.01)
H (4.00, 6.08, 0.84)
H (5.21, 5.92, -0.52)
H (6.46, 4.26, 0.79)
H (5.33, 4.48, 2.13)
H (3.83, 2.14, 2.66)
H (5.62, 1.95, 2.89)
H (4.63, 0.59, 2.46)
C (2.88, -9.24, -0.13)
C (3.14, -8.45, -1.42)
O (3.24, -7.06, -1.08)
S (3.67, -6.07, -2.29)
C (5.44, -6.43, -2.32)
O (2.98, -6.47, -3.50)
O (3.54, -4.70, -1.87)
H (2.25, -8.72, 0.58)
H (3.87, -9.42, 0.28)
H (2.43, -10.21, -0.36)
H (4.09, -8.82, -1.80)
H (2.40, -8.57, -2.21)
H (5.63, -6.55, -1.25)
H (6.00, -5.59, -2.70)
H (5.63, -7.42, -2.72)
C (0.38, 8.64, 2.51)
C (-0.22, 7.51, 1.66)
O (-1.05, 6.74, 2.53)
S (-1.24, 5.17, 2.13)
C (-2.15, 5.29, 0.56)
O (0.08, 4.62, 1.90)
O (-2.13, 4.57, 3.08)
H (0.46, 8.22, 3.51)
H (-0.28, 9.49, 2.65)
H (1.31, 8.96, 2.04)
H (-0.78, 8.02, 0.87)
H (0.61, 7.05, 1.13)
H (-1.56, 5.75, -0.23)
H (-3.13, 5.73, 0.71)
H (-2.34, 4.22, 0.40)
C (-2.48, -1.93, 3.61)
C (-3.72, -2.63, 4.12)
O (-4.14, -1.93, 5.30)
S (-5.43, -2.55, 6.11)
C (-6.78, -1.96, 5.10)
O (-5.34, -4.00, 6.04)
O (-5.55, -1.89, 7.39)
H (-2.72, -0.87, 3.47)
H (-2.09, -2.34, 2.69)
H (-1.69, -1.99, 4.35)
H (-4.50, -2.55, 3.35)
H (-3.64, -3.70, 4.33)
H (-6.50, -2.04, 4.04)
H (-6.86, -0.87, 5.18)
H (-7.68, -2.51, 5.36)
C (-1.40, 2.61, -5.57)
C (-0.62, 2.91, -4.30)
O (-0.41, 4.32, -4.19)
S (0.35, 4.88, -2.91)
C (2.07, 4.54, -3.36)
O (0.20, 6.32, -2.87)
O (0.02, 4.09, -1.74)
H (-2.30, 3.19, -5.73)
H (-1.59, 1.54, -5.60)
H (-0.76, 2.75, -6.45)
H (-1.30, 2.54, -3.52)
H (0.31, 2.36, -4.26)
H (2.14, 3.46, -3.36)
H (2.69, 4.98, -2.58)
H (2.26, 5.01, -4.32)
C (1.27, -1.84, -2.06)
C (0.48, -1.45, -0.82)
O (-0.32, -0.29, -1.01)
S (-0.59, 0.62, 0.29)
C (1.00, 1.55, 0.37)
O (-1.66, 1.55, 0.03)
O (-0.72, -0.22, 1.46)
H (1.80, -2.78, -1.88)
H (2.03, -1.09, -2.29)
H (0.63, -1.98, -2.93)
H (-0.11, -2.33, -0.56)
H (1.19, -1.34, 0.01)
H (1.13, 2.02, -0.61)
H (1.78, 0.80, 0.50)
H (1.05, 2.34, 1.10)
C (-2.04, -1.21, -4.11)
C (-3.31, -1.00, -3.32)
O (-3.02, -1.32, -1.92)
S (-4.37, -1.40, -1.04)
C (-3.63, -1.46, 0.61)
O (-5.07, -0.14, -1.15)
O (-5.05, -2.63, -1.31)
H (-2.08, -0.79, -5.12)
H (-1.77, -2.27, -4.13)
H (-1.16, -0.76, -3.66)
H (-3.61, 0.05, -3.31)
H (-4.18, -1.55, -3.67)
H (-4.39, -1.58, 1.36)
H (-3.16, -0.48, 0.73)
H (-2.86, -2.23, 0.59)
C (-8.59, 5.81, -1.21)
C (-8.09, 4.38, -0.88)
O (-6.96, 4.27, -1.75)
S (-6.29, 2.76, -1.87)
C (-4.89, 3.02, -0.76)
O (-7.27, 1.83, -1.37)
O (-5.79, 2.68, -3.23)
H (-9.62, 6.00, -0.91)
H (-8.54, 5.96, -2.28)
H (-7.97, 6.57, -0.72)
H (-7.88, 4.22, 0.18)
H (-8.95, 3.77, -1.15)
H (-5.16, 3.55, 0.15)
H (-4.18, 3.61, -1.34)
H (-4.42, 2.07, -0.53)
C (3.84, -2.23, 5.16)
C (4.29, -2.14, 3.72)
O (4.75, -3.39, 3.21)
S (4.53, -3.74, 1.63)
C (2.82, -4.22, 1.66)
O (4.68, -2.53, 0.88)
O (5.30, -4.90, 1.30)
H (3.04, -2.96, 5.29)
H (3.49, -1.22, 5.34)
H (4.61, -2.60, 5.83)
H (3.44, -1.78, 3.13)
H (5.11, -1.43, 3.66)
H (2.49, -4.03, 0.63)
H (2.38, -3.52, 2.37)
H (2.67, -5.25, 1.95)
C (0.95, -5.21, -9.68)
C (0.57, -5.17, -8.22)
O (0.78, -3.82, -7.76)
S (0.45, -3.50, -6.21)
C (1.81, -4.32, -5.31)
O (0.58, -2.06, -5.98)
O (-0.80, -4.13, -5.85)
H (2.01, -5.46, -9.76)
H (0.90, -4.27, -10.23)
H (0.48, -6.04, -10.20)
H (-0.50, -5.33, -8.10)
H (1.06, -5.93, -7.60)
H (2.61, -4.57, -6.00)
H (1.38, -5.19, -4.82)
H (2.03, -3.51, -4.62)
C (1.58, 1.05, 8.36)
C (2.30, 0.68, 7.05)
O (1.77, 1.48, 5.99)
S (1.26, 0.67, 4.67)
C (0.19, 1.88, 3.92)
O (2.40, 0.40, 3.82)
O (0.37, -0.35, 5.16)
H (0.50, 1.00, 8.28)
H (1.81, 2.09, 8.61)
H (1.97, 0.43, 9.16)
H (3.37, 0.92, 7.14)
H (2.25, -0.39, 6.85)
H (-0.29, 2.37, 4.76)
H (-0.54, 1.45, 3.24)
H (0.83, 2.60, 3.41)

The calculation puts the HOMO energy at -0.38474 Ha. The charge is 0. The calculation puts the total energy at -222397.1771 eV. Its energy relative to the best compared isomer or geometry (same formula, charge and spin) is 36.6 kcal per mole. As for the max |F|: 0.0509 Eh/bohr. As for the SMILES: CCOS(C)(=O)=O.CCOS(C)(=O)=O.CCOS(C)(=O)=O.CCOS(C)(=O)=O.CCOS(C)(=O)=O.CCOS(C)(=O)=O.CCOS(C)(=O)=O.CCOS(C)(=O)=O.CCOS(C)(=O)=O.CCOS(C)(=O)=O.CCOS(C)(=O)=O.

Mulliken population analysis, charges in e, atoms 1 to 2: -1.105, -0.392